C2H7CuO11P2S as an isolated structure in a non-equilibrium geometry. Source: OMol25; level of theory: ωB97M-V/def2-TZVPD.

Each line ends with the Mulliken charge.
CARTESIAN COORDINATES (ANGSTROEM)
1 Cu 1.826 0.821 -0.954  -0.030
2 C -2.476 0.159 1.218  -1.890
3 C -1.694 0.120 -0.087  1.091
4 O -2.652 -0.098 -1.139  -0.634
5 P -0.628 -1.376 -0.184  1.068
6 O -1.508 -2.493 0.618  -0.635
7 O 0.591 -1.205 0.768  -0.535
8 O -0.389 -1.801 -1.576  -0.825
9 P -0.886 1.781 -0.361  1.059
10 O -0.012 1.966 0.986  -0.530
11 O -1.955 2.801 -0.385  -0.770
12 O 0.025 1.599 -1.547  -0.679
13 H -3.178 -0.676 1.248  0.412
14 H -3.019 1.104 1.272  0.439
15 H -1.809 0.084 2.077  0.353
16 H -2.154 -0.035 -1.968  0.385
17 H -1.928 -3.057 -0.053  0.339
18 H 1.571 -1.145 0.378  0.454
19 H 0.867 1.550 0.974  0.335
20 O 3.269 0.920 0.715  -0.686
21 S 3.934 -0.025 -0.246  1.453
22 O 5.236 -0.469 0.217  -0.742
23 O 2.980 -1.173 -0.391  -0.743
24 O 3.992 0.648 -1.581  -0.692

Properties
HOMO energy	-2.07	eV
Kohn-Sham gap	7.32	eV
energy above the lowest of the compared OMol25 structures with the same formula, charge and spin	26.1	kcal/mol
charge	-2
DFT total energy	-98771.2700	eV